39
Properties=species:S:1:pos:R:3 method="wB97M-V/def2-TZVPD" orbital_gap_ev=8.43 homo_ev=-5.2091 energy_ev=-22904.55498 total_charge=-1
C 1.61803 0.30578 1.61035
N 1.89591 0.87472 0.29165
C 1.79417 -0.06639 -0.83802
C 0.77971 0.36277 -1.91039
C -0.67812 -0.00510 -1.53930
O -1.43074 1.12732 -1.34713
C 0.11162 0.36286 2.03923
N -0.49630 -0.94327 2.36372
H 2.20792 0.90758 2.35893
H 1.97041 -0.78289 1.71227
H 1.28256 1.70146 0.07141
H 1.59454 -1.07456 -0.50304
H 2.80167 -0.10427 -1.27808
H 1.06778 -0.08827 -2.84505
H 0.78915 1.45365 -1.97801
H -1.14227 -0.62134 -2.35717
H -0.66531 -0.60533 -0.54740
H -0.03079 0.99059 2.94082
H -0.49527 0.89695 1.27214
H 0.13730 -1.77529 2.15141
H -1.28162 -1.13351 1.79627
H -3.21234 0.85565 0.84354
H -2.52602 0.79801 -0.62027
O -3.34474 0.39671 0.03557
H -3.37040 -2.44950 0.54360
H -2.93949 -0.95513 0.25711
O -2.63401 -1.97563 0.44031
H -0.82071 3.65790 -0.23294
H -0.72536 2.18319 -0.78934
O -0.17681 3.04433 -0.35297
H -0.31945 -2.57712 -1.45335
H -1.33864 -2.77012 -0.22839
O -0.57374 -3.19916 -0.72110
H 1.28077 3.52315 -1.06991
H 2.63051 2.94802 -0.98144
O 2.21309 3.69184 -1.38430
H 1.92370 -2.42787 0.74557
H 0.64235 -3.32886 0.45174
O 1.46093 -3.19889 1.05196